1.
DFT (the ωB97M-V functional and the def2-TZVPD basis) results for a structure of composition ClCr at a distorted geometry.

Last column: Mulliken charge in e.
CARTESIAN COORDINATES (ANGSTROEM)
Cr1 -1.07049 0.18760 0.27173  1.196
Cl1 1.07049 -0.18760 -0.27173  -0.196

**Energy relative to the best compared isomer or geometry (same formula, charge and spin)**: 0.0 kcal per mole
**LUMO (spin up / spin down)**: -8.52 / -7.46 eV
**HOMO-LUMO gap (spin up / spin down)**: 7.5 / 8.9 eV
**Multiplicity**: 5
**Net charge**: +1

2.
DFT (the ωB97M-V functional and the def2-TZVPD basis) results for the ion C3H4NO2S with charge +1 at a distorted geometry.

Last column: Mulliken charge in e.
CARTESIAN COORDINATES (ANGSTROEM)
C1 -1.44750 -2.29654 0.91233  0.224
N1 -0.89861 -1.44663 0.33976  -0.144
S1 -0.80328 0.46479 0.05740  0.834
O1 -0.86647 1.01281 1.36590  -0.373
O2 -2.20757 0.67709 -1.46945  -0.332
C2 0.82329 0.44028 -0.75720  -0.075
C3 1.78038 1.21323 -0.24972  -0.426
H1 -1.75122 -3.15994 1.47609  0.408
H2 1.08179 -0.12091 -1.62733  0.380
H3 2.75101 1.32724 -0.69083  0.296
H4 1.53818 1.88858 0.64306  0.209

**Energy relative to the best compared isomer or geometry (same formula, charge and spin)**: 170.2 kcal per mole
**LUMO (spin up / spin down)**: -6.85 / -6.63 eV
**HOMO-LUMO gap (spin up / spin down)**: 8.5 / 8.6 eV
**SMILES string**: C#[N+]S(=O)(=O)C=C
**Net charge**: +1

3.
DFT (the ωB97M-V functional and the def2-TZVPD basis) results for an isolated molecule of C5H11N.

Last column: Mulliken charge in e.
CARTESIAN COORDINATES (ANGSTROEM)
C1 -1.79518 1.12373 -0.20708  -1.155
C2 -1.50377 -0.37051 -0.08192  -0.341
N1 -0.12083 -0.63108 -0.44925  -0.351
C3 0.65408 -1.58507 0.31739  -0.558
C4 0.92728 -0.12779 0.41724  0.383
C5 2.08465 0.54452 -0.28434  -1.492
H1 -2.85845 1.31998 -0.37208  0.371
H2 -1.48738 1.66544 0.69396  0.299
H3 -1.23637 1.53339 -1.05454  0.305
H4 -1.74280 -0.71917 0.93943  0.231
H5 -2.13444 -0.94525 -0.77089  0.367
H6 0.18266 -2.05716 1.18214  0.273
H7 1.31445 -2.23471 -0.25440  0.243
H8 0.60709 0.32877 1.35821  0.405
H9 3.05785 0.24250 0.11616  0.335
H10 2.00572 1.63453 -0.20553  0.331
H11 2.04544 0.27789 -1.34450  0.355

**Energy relative to the best compared isomer or geometry (same formula, charge and spin)**: 27.5 kcal per mole
**LUMO**: 1.28 eV
**HOMO-LUMO gap**: 10.3 eV
**SMILES string**: CCN1C[C@H]1C
**Net charge**: 0